Record 1
Here is a 14-piece molecular cluster, H28O14 overall from OMol25. Energies are from the ωB97M-V functional and the def2-TZVPD basis.

## Properties
- LUMO level (eV) = -0.314
- orbital gap (eV) = 10.73
- net charge = 0
- energy (eV) = -29118.6602
- relative energy (zero: lowest compared OMol25 entry of this formula, charge and spin) (kJ/mol) = 288.64

Positions of all 42 atoms, in Å:
O  -5.419985  -0.628031  0.354230
H  -6.359331  -0.639751  0.170616
H  -5.006468  -0.651950  -0.508718
O  -0.331197  -6.464842  0.178294
H  -1.007076  -7.141108  0.223786
H  -0.584603  -5.827012  0.845524
O  0.798248  -3.388278  -2.866454
H  0.561348  -3.640336  -3.758951
H  1.005293  -4.214936  -2.430558
O  -3.285430  1.693262  3.539490
H  -2.466454  1.275088  3.273688
H  -3.970247  1.143533  3.158638
O  5.733075  1.681423  0.866929
H  5.429552  1.430793  -0.005588
H  6.570133  1.228503  0.969112
O  4.461076  -0.547134  -2.910705
H  4.856289  -1.188566  -3.501117
H  3.535793  -0.533810  -3.155463
O  -4.327070  3.616281  -1.915828
H  -3.756696  3.000963  -1.455087
H  -5.172903  3.535613  -1.475053
O  0.208972  5.223471  -1.096923
H  -0.413426  5.351621  -1.812769
H  1.060642  5.436443  -1.478388
O  0.169792  0.304988  0.613761
H  0.160780  -0.365622  -0.069199
H  0.589987  1.060462  0.202762
O  -1.505919  5.792670  3.086681
H  -2.102759  5.049881  3.177651
H  -1.064632  5.644905  2.250228
O  -2.947050  -3.600098  2.803235
H  -2.537855  -2.935658  3.357593
H  -3.623862  -3.125979  2.320157
O  4.336164  -3.975064  0.476676
H  4.958393  -4.477455  -0.049311
H  3.800455  -3.509161  -0.165327
O  2.977940  0.963440  4.490776
H  3.586914  0.870337  3.758163
H  2.149695  1.217326  4.083600
O  -0.086142  0.696403  -5.053959
H  -0.238781  -0.200404  -4.756154
H  -0.742652  0.837785  -5.736035

Atomic forces in eV per Å
0.149 0.020 0.247
-0.272 -0.012 0.008
0.157 -0.016 -0.215
0.203 0.013 -0.241
-0.150 -0.181 0.003
-0.059 0.218 0.221
0.055 0.346 0.019
-0.066 -0.080 -0.218
-0.001 -0.265 0.227
-0.025 0.229 0.136
0.273 -0.087 -0.081
-0.225 -0.124 -0.127
-0.132 0.161 0.196
-0.112 -0.090 -0.266
0.209 -0.108 0.062
0.126 0.117 0.224
0.141 -0.141 -0.140
-0.278 0.033 -0.054
0.051 0.088 -0.236
0.198 -0.128 0.139
-0.225 0.040 0.115
-0.049 -0.116 0.249
-0.228 0.032 -0.163
0.249 0.059 -0.046
-0.146 -0.007 0.244
0.004 -0.235 -0.149
0.113 0.261 -0.078
0.028 0.190 0.152
-0.187 -0.224 0.080
0.156 0.001 -0.260
0.083 -0.263 -0.056
0.145 0.140 0.175
-0.218 0.121 -0.161
-0.017 -0.020 0.211
0.178 -0.145 -0.085
-0.153 0.188 -0.132
0.018 -0.043 0.267
0.212 -0.017 -0.211
-0.212 0.063 -0.086
0.185 0.114 0.097
-0.023 -0.231 0.121
-0.156 0.101 -0.189

Record 2
Here is a 14-piece molecular cluster, H28O14 overall from OMol25. Energies are from the ωB97M-V functional and the def2-TZVPD basis.

## Properties
- LUMO level (eV) = -0.462
- orbital gap (eV) = 10.03
- net charge = 0
- energy (eV) = -29117.0074
- relative energy (zero: lowest compared OMol25 entry of this formula, charge and spin) (kJ/mol) = 448.11

Positions of all 42 atoms, in Å:
H  -0.887466  -0.478294  0.371709
H  0.366834  0.231534  -0.093695
H  -0.731424  -3.754230  -1.187614
H  -0.933352  -2.173304  -1.085462
H  -1.188410  -2.376136  2.295017
H  -0.813822  -3.585050  1.608704
H  -3.883127  2.380835  -1.359483
H  -3.658946  0.916345  -0.928095
H  5.217507  -0.220860  0.818191
H  4.341802  -1.161760  0.143828
H  1.942475  -1.325288  0.235879
H  2.258647  0.141880  0.148226
H  1.616374  2.905105  -0.703092
H  1.583799  4.089676  0.150325
H  -1.186440  3.740685  -0.542829
H  -1.254013  2.432984  0.266947
H  0.936129  3.069403  1.993615
H  1.333531  1.627495  2.326530
H  -4.478221  0.478230  1.177158
H  -4.914374  -0.771044  0.477844
H  3.138887  1.335165  -3.255341
H  2.546383  0.171183  -2.413684
H  0.458667  -0.260711  3.742906
H  1.386776  -0.904889  2.856024
H  3.132694  -3.327111  -2.159519
H  2.886979  -1.910051  -2.350806
H  -4.142323  -1.560959  -1.274742
H  -5.671130  -1.380667  -1.597322
O  -0.247008  0.134344  0.719630
O  -0.862499  -2.953647  -0.566571
O  -0.345364  -2.933961  2.185862
O  -4.196861  1.485968  -1.516893
O  4.306329  -0.528696  0.813950
O  2.296030  -0.683503  -0.323257
O  1.626274  3.910562  -0.819213
O  -1.776446  3.288221  0.063002
O  1.641459  2.484845  2.041467
O  -4.783034  0.098961  0.364835
O  3.357532  0.460459  -2.855388
O  0.692910  -0.282104  2.819811
O  3.421490  -2.449823  -1.844633
O  -5.056366  -1.822896  -1.040253

Atomic forces in eV per Å
-0.586 -0.505 0.080
-1.298 -0.282 1.874
-0.385 2.281 1.284
0.023 0.694 -1.074
2.208 -0.493 0.277
1.242 0.219 0.330
0.198 0.062 -0.005
-0.836 0.734 -0.404
0.108 0.258 0.419
-0.458 -1.692 -1.947
-1.005 -1.723 1.520
0.508 0.335 0.648
0.203 1.842 -0.724
0.253 0.444 -1.000
0.182 0.272 -0.228
-1.290 1.819 -0.360
-2.281 1.352 0.165
-0.552 -0.659 0.236
0.076 0.338 0.817
-0.894 -4.956 0.741
0.229 -1.033 0.447
0.246 0.198 0.142
-0.403 0.286 0.720
1.442 -1.362 -0.417
0.546 0.301 0.396
-1.489 2.301 -1.500
-1.182 -0.023 -0.162
-0.425 0.838 -0.834
1.093 1.175 -3.122
0.280 -3.064 -0.581
-3.280 0.264 -0.370
0.855 0.022 -0.536
1.492 1.635 2.153
-0.797 1.589 -2.747
-0.410 -2.308 1.718
1.223 -2.250 0.610
2.610 -0.877 -0.429
0.798 4.717 0.116
-0.488 0.940 -0.512
-0.513 1.108 0.946
1.279 -3.067 1.001
1.476 -1.732 0.312

Record 3
Here is a 14-piece molecular cluster, H29O14 overall from OMol25. Energies are from the ωB97M-V functional and the def2-TZVPD basis.

## Properties
- LUMO level (eV) = -2.477
- orbital gap (eV) = 11.35
- net charge = +1
- energy (eV) = -29130.3414
- relative energy (zero: lowest compared OMol25 entry of this formula, charge and spin) (kJ/mol) = 219.81

Positions of all 43 atoms, in Å:
O  0.911647  -2.421521  -3.331278
H  4.325785  1.870647  0.291084
O  -0.969411  -3.641122  0.704597
H  0.113126  2.551817  -2.556902
H  -1.837103  -4.012698  0.897022
O  -3.470697  1.056817  -1.682633
H  -0.521990  1.452366  2.893118
H  -3.154111  1.803734  -2.205133
O  -0.026942  1.881385  -1.879429
H  -2.464744  2.820269  1.501079
H  0.384807  1.077388  -2.204422
O  2.962097  0.553679  2.793765
H  3.728747  0.117402  3.182343
H  2.261403  0.670681  3.437089
O  -2.484442  -1.077068  1.156746
H  -0.536628  -2.630698  -2.208908
H  -1.759487  0.822694  3.389590
O  -1.088802  -3.309906  -1.777372
H  -2.016060  -3.204610  -2.004085
H  -0.902928  -2.758973  1.090632
O  3.625036  2.297014  -0.226569
H  4.041242  3.008758  -0.722893
H  -2.025057  -0.376424  -1.368664
O  -3.183209  2.374368  1.946966
H  1.411779  -2.781140  -2.597440
H  1.336195  -1.569877  -3.483163
O  2.600137  -0.231159  -1.902749
H  3.097442  -1.137462  1.458277
H  -3.740991  1.365639  -0.807216
O  -0.981999  0.603647  2.858373
H  -1.874218  -0.404792  1.510688
H  -1.304525  -0.166557  -2.721231
O  -0.323531  3.336027  0.967455
H  -3.719656  3.010039  2.451748
H  0.124871  2.637245  0.455064
O  3.092138  -2.103047  1.415138
H  0.371133  4.014737  0.967146
H  3.496294  -2.355018  2.263343
O  -1.520053  -0.822007  -2.067547
H  2.643502  0.683576  -1.624742
H  -3.025444  -1.005536  1.959673
H  3.380707  -0.644027  -1.503009
H  -0.976075  -3.356277  -0.715532

Atomic forces in eV per Å
-0.430 0.052 0.168
-0.251 0.328 -0.168
0.458 -0.109 -0.890
0.071 -0.041 0.016
-0.078 0.243 0.383
-0.060 -0.190 0.112
0.173 -0.013 -0.460
-0.164 0.067 0.439
-0.141 0.162 0.072
0.344 0.596 0.000
0.208 -0.138 0.000
0.337 0.052 -0.833
-0.384 0.233 0.507
0.196 -0.248 0.355
0.168 0.412 1.093
0.213 0.810 -0.672
-0.158 -0.149 -0.126
0.149 -1.482 1.017
-0.261 0.480 -0.272
-0.506 0.177 0.430
-0.016 -0.324 -0.001
0.154 -0.041 0.082
-0.112 0.285 -0.473
-0.826 -0.444 0.523
0.509 -0.210 0.090
0.061 0.148 0.049
0.049 -0.571 -0.129
-0.300 0.010 0.031
0.092 0.292 -0.263
0.045 0.250 0.496
0.816 0.271 -0.761
-0.247 0.545 -0.195
0.876 -0.262 -0.238
0.555 -0.120 -0.542
-0.522 0.105 0.009
0.366 0.034 0.384
-0.473 0.019 0.216
-0.249 -0.095 -0.501
0.319 -0.769 0.487
0.205 0.499 0.320
-0.788 -0.738 -0.481
-0.287 0.128 -0.142
-0.110 -0.254 -0.134

Record 4
Here is a 14-piece molecular cluster, H29O14 overall from OMol25. Energies are from the ωB97M-V functional and the def2-TZVPD basis.

## Properties
- LUMO level (eV) = -2.748
- orbital gap (eV) = 10.98
- net charge = +1
- energy (eV) = -29129.1652
- relative energy (zero: lowest compared OMol25 entry of this formula, charge and spin) (kJ/mol) = 333.30

Positions of all 43 atoms, in Å:
O  2.405524  -1.494984  -2.449177
H  4.075676  3.014853  -0.136153
O  -3.752383  1.966053  -0.931732
H  0.296559  3.221411  0.728821
H  -4.708023  1.850693  -0.839367
O  -0.130652  -1.657531  2.460398
H  1.757788  0.916755  2.388065
H  0.041650  -2.290958  1.757121
O  -0.113783  2.566516  0.143540
H  -1.817173  2.296305  -2.000441
H  -0.478570  1.980370  0.827551
O  -3.330044  -0.822731  -0.787494
H  -3.712556  -1.522546  -1.305903
H  -3.353007  -1.205070  0.106201
O  -1.745218  0.918766  -2.309852
H  2.005373  -4.215329  2.338827
H  0.978495  -0.167628  1.688795
O  1.873535  -3.319947  2.682012
H  2.519696  -3.303803  3.402781
H  -3.425924  1.117321  -0.577075
O  3.364659  3.613764  0.119601
H  3.619765  3.960412  0.973367
H  1.369833  3.618815  -1.142428
O  -1.528245  3.318273  -1.845773
H  1.629745  -0.939090  -2.453708
H  2.446539  -2.000187  -1.638218
O  -2.868770  -1.909735  2.071932
H  4.358600  -3.963837  0.089239
H  0.713280  -1.670536  2.917388
O  1.592637  0.567892  1.505969
H  1.526459  4.816104  -2.119342
H  -1.957451  3.408741  -0.974972
O  -1.045391  -3.518320  -0.112774
H  -0.617726  3.735775  -1.801731
H  -1.521385  -4.230043  -0.539855
O  3.665267  -3.342847  0.227206
H  -0.319953  -3.066115  -0.541741
H  3.550076  -2.419160  0.035909
O  0.973459  4.054025  -1.922507
H  -2.287628  -1.782501  2.821004
H  -2.279150  0.145366  -2.493672
H  -2.905095  -2.828576  1.791677
H  -0.866470  0.583277  -2.153499

Atomic forces in eV per Å
0.497 -0.052 -0.511
-0.096 0.029 0.027
-0.183 -0.340 0.555
0.199 0.020 -0.311
0.133 0.367 -0.087
0.007 0.862 -0.250
0.188 0.100 -0.032
-0.339 -0.324 0.015
-0.264 0.184 1.286
1.194 0.553 -0.734
0.212 -0.309 -0.467
0.070 -0.159 0.549
-0.395 -0.355 -0.536
0.404 0.232 0.304
0.522 -0.057 -0.388
-0.153 0.276 -0.270
0.005 0.150 -0.150
0.668 -0.674 0.503
-0.119 0.201 -0.119
-0.128 0.224 -0.360
-0.225 -0.114 -0.351
0.138 0.133 0.250
0.145 0.208 -0.478
-2.121 0.082 0.396
-0.199 0.058 0.304
-0.301 -0.105 0.157
-1.115 0.458 -0.843
1.295 0.756 -0.836
0.020 -0.375 0.367
-0.289 -0.284 0.264
-0.035 0.047 -0.013
0.079 0.513 -0.052
-0.506 0.622 1.704
0.551 -0.747 -0.386
0.777 0.081 -0.825
-2.817 -0.751 1.181
-0.224 -0.774 -0.928
1.636 0.046 -0.325
-0.087 -0.332 0.560
0.439 -0.422 -0.027
-0.612 0.045 0.220
0.474 -0.022 0.525
0.555 -0.054 0.113

Record 5
Here is a 15-piece molecular cluster, H29O15 overall from OMol25. Energies are from the ωB97M-V functional and the def2-TZVPD basis.

## Properties
- LUMO level (eV) = 2.354
- orbital gap (eV) = 8.80
- net charge = -1
- energy (eV) = -31183.6708
- relative energy (zero: lowest compared OMol25 entry of this formula, charge and spin) (kJ/mol) = 246.01

Positions of all 44 atoms, in Å:
O  -2.558342  -0.241898  1.272893
H  -2.297303  -0.450776  0.382479
H  2.859732  -1.288913  -3.682390
O  0.069065  0.287845  2.414699
H  0.141168  0.935569  1.668020
H  -1.654815  -3.407061  2.235980
O  3.555982  -0.842595  -3.258466
H  -1.277234  1.371709  -0.102929
H  -1.257205  -3.365120  -0.828984
O  2.297995  -1.786451  -0.855876
H  2.597109  0.602313  1.308146
H  3.035125  -1.328218  -1.316367
O  0.800510  -0.403613  5.450164
H  1.255532  -1.012778  4.820755
H  -0.994574  -0.315808  -4.452233
O  0.235656  1.628696  -0.317857
H  -0.448121  4.980777  1.112158
H  -0.315407  1.907521  -1.012368
O  -2.311044  1.663927  -0.266760
H  0.126331  0.112190  4.910026
H  -0.562498  -0.362424  2.232040
O  0.351326  0.067302  -2.440330
H  1.014701  0.651279  -2.061966
H  -2.786911  0.664650  1.366667
O  2.632156  0.878570  0.382383
H  0.388501  -0.786039  -4.472558
H  3.290670  0.095560  -3.071510
O  -0.519424  5.502781  0.330292
H  1.858768  -1.144158  -0.296840
O  -4.724794  -0.034787  -2.129727
H  -4.395865  0.319488  -1.324353
H  -0.511452  4.689380  -0.252045
O  3.154471  0.576960  3.624374
H  2.701541  0.394688  4.449636
H  3.564949  -0.214833  3.280195
O  -0.184950  -0.163063  -4.898582
H  -2.599876  1.586306  -1.216870
H  -0.444628  0.607136  -2.120595
O  -1.312810  -2.448738  -0.574600
H  1.720947  1.111394  0.093402
H  -4.244637  -0.698563  -2.653681
O  -1.191607  -4.035793  1.698451
H  -0.776353  -2.121533  -1.290681
H  -0.282399  -4.182881  1.865829

Atomic forces in eV per Å
-0.126 -2.512 1.834
-0.007 0.314 -0.382
-1.621 -0.538 -0.659
2.196 2.145 0.659
-0.453 -0.987 0.432
0.509 0.594 0.520
1.703 2.167 1.088
-1.434 0.791 -0.476
-0.403 -0.934 0.697
0.611 -0.618 -0.531
-0.258 0.297 -0.165
-0.863 -0.234 0.578
-0.474 0.208 -1.150
-0.955 0.844 0.448
-1.189 0.016 0.637
0.225 -0.561 1.775
0.131 -0.046 1.702
-0.170 1.387 -1.462
0.286 -0.008 -1.472
1.470 -1.071 0.489
-1.788 -1.083 -1.090
-1.815 0.924 0.542
0.368 -0.167 0.520
-0.073 1.005 -0.661
0.562 -0.384 0.056
0.571 -0.148 0.495
0.068 -1.495 -0.463
-0.064 -1.578 -1.763
0.205 0.491 0.035
-1.576 -0.266 -2.147
1.295 -0.398 0.895
-0.034 1.496 0.067
0.280 0.668 -0.344
-0.167 -0.277 0.082
-0.012 -0.343 0.249
0.377 0.181 -2.025
0.849 0.143 1.467
1.567 -1.584 -0.724
-0.124 0.172 -0.528
-0.130 0.299 0.141
0.330 0.644 1.385
-1.586 -1.295 -1.222
0.657 1.216 -0.331
1.061 0.526 0.798

Record 6
Here is H2I2P2 as an isolated structure from OMol25. Energies are from the ωB97M-V functional and the def2-TZVPD basis.

## Properties
- LUMO level (alpha / beta) (eV) = -2.701 / -2.159
- orbital gap (alpha / beta) (eV) = 5.97 / 6.61
- net charge = 0
- energy (eV) = -34809.8199
- relative energy (zero: lowest compared OMol25 entry of this formula, charge and spin) (kJ/mol) = 198.39

Positions of all 6 atoms, in Å:
P  0.083878  -0.622940  0.393430
P  2.183785  -0.226044  1.179439
I  3.610637  -1.620543  -0.112830
I  -2.628581  -2.198889  0.122775
H  -0.600299  0.376545  1.096310
H  -0.114253  -0.074743  -0.968638

Atomic forces in eV per Å
0.097 -0.033 -1.033
-1.276 0.138 -0.164
-0.079 -0.135 -0.241
0.554 0.217 0.085
0.163 0.219 0.092
0.541 -0.406 1.260